1.
{"formula": "C29H34Br45ClF3N3O3S", "method": "ωB97M-V/def2-TZVPD", "total_charge": 0, "gap_ev": 9.5, "lumo_energy_ev": -0.410, "species": ["C", "C", "C", "Cl", "C", "C", "N", "C", "C", "N", "C", "C", "C", "C", "O", "C", "C", "N", "S", "O", "O", "C", "F", "F", "F", "H", "H", "H", "H", "H", "H", "H", "H", "H", "H", "H", "H", "H", "H", "H", "H", "H", "H", "H", "C", "Br", "Br", "Br", "H", "C", "Br", "Br", "Br", "H", "C", "Br", "Br", "Br", "H", "C", "Br", "Br", "Br", "H", "C", "Br", "Br", "Br", "H", "C", "Br", "Br", "Br", "H", "C", "Br", "Br", "Br", "H", "C", "Br", "Br", "Br", "H", "C", "Br", "Br", "Br", "H", "C", "Br", "Br", "Br", "H", "C", "Br", "Br", "Br", "H", "C", "Br", "Br", "Br", "H", "C", "Br", "Br", "Br", "H", "C", "Br", "Br", "Br", "H", "C", "Br", "Br", "Br", "H"], "coordinates": [[-3.72, -1.51, -1.18], [-2.45, -1.31, -2.03], [-1.14, -1.52, -1.26], [-0.19, 0.01, -1.31], [-0.21, -2.60, -1.87], [0.11, -2.13, -3.23], [0.30, -1.83, -4.33], [-0.86, -3.98, -2.06], [-1.12, -4.76, -0.77], [-2.36, -4.34, -0.06], [-2.10, -4.42, 1.39], [-3.32, -4.06, 2.23], [-3.37, -5.33, -0.37], [-4.34, -4.99, -1.47], [-3.44, -6.39, 0.20], [1.14, -2.62, -1.09], [0.97, -2.55, 0.35], [0.90, -2.52, 1.50], [2.27, -3.95, -1.55], [2.71, -3.72, -2.88], [1.78, -5.24, -1.21], [3.74, -3.64, -0.44], [3.57, -4.32, 0.71], [4.85, -4.03, -1.07], [3.82, -2.32, -0.15], [-3.49, -1.99, -0.24], [-4.43, -2.11, -1.72], [-4.17, -0.54, -0.98], [-2.46, -0.28, -2.34], [-2.49, -1.89, -2.94], [-1.36, -1.73, -0.22], [-0.20, -4.58, -2.67], [-1.78, -3.91, -2.61], [-0.28, -4.76, -0.10], [-1.23, -5.80, -1.06], [-1.68, -5.38, 1.67], [-1.31, -3.70, 1.59], [-4.23, -4.02, 1.65], [-3.46, -4.76, 3.05], [-3.19, -3.07, 2.65], [-3.78, -4.85, -2.39], [-5.02, -5.81, -1.60], [-4.89, -4.09, -1.23], [1.66, -1.70, -1.35], [4.24, -8.11, 0.20], [5.78, -7.91, 1.35], [4.64, -9.17, -1.35], [2.72, -8.79, 1.17], [3.98, -7.12, -0.15], [-5.19, 1.95, 2.93], [-6.58, 1.54, 4.20], [-3.88, 0.55, 2.80], [-5.90, 2.41, 1.21], [-4.69, 2.83, 3.30], [-2.71, 4.64, 0.03], [-3.18, 4.53, 1.88], [-1.56, 6.14, -0.31], [-1.95, 3.01, -0.64], [-3.63, 4.81, -0.52], [-6.95, 6.84, 1.22], [-6.20, 6.08, -0.38], [-6.97, 5.58, 2.68], [-6.05, 8.46, 1.72], [-7.97, 7.08, 1.00], [1.44, 0.94, 2.47], [2.23, 1.95, 3.91], [-0.45, 0.76, 2.74], [1.89, 1.73, 0.76], [1.88, -0.05, 2.50], [-3.35, 2.83, 6.93], [-4.97, 3.80, 6.58], [-3.74, 1.14, 7.75], [-2.28, 2.65, 5.34], [-2.78, 3.41, 7.64], [-6.68, -2.01, 7.04], [-7.68, -1.16, 8.44], [-4.86, -2.34, 7.57], [-7.54, -3.62, 6.43], [-6.65, -1.33, 6.20], [-4.76, 12.04, 1.19], [-5.22, 12.10, 3.06], [-6.33, 12.05, 0.08], [-3.53, 13.43, 0.71], [-4.26, 11.09, 1.02], [0.48, 4.25, -4.03], [0.53, 6.15, -3.75], [1.10, 3.78, -5.79], [1.45, 3.31, -2.66], [-0.55, 3.94, -3.96], [-1.09, -2.03, 7.02], [-1.45, -1.92, 8.91], [0.08, -0.61, 6.45], [-0.40, -3.76, 6.53], [-2.03, -1.90, 6.51], [4.77, 5.27, -7.95], [3.11, 6.20, -8.25], [4.48, 3.43, -7.48], [5.95, 5.44, -9.46], [5.25, 5.74, -7.11], [9.55, 3.76, -10.28], [11.44, 3.40, -10.37], [8.67, 3.37, -11.94], [8.72, 2.84, -8.81], [9.43, 4.82, -10.10], [11.76, 1.06, -7.29], [13.34, 0.14, -7.87], [10.37, -0.16, -6.76], [12.14, 2.34, -5.90], [11.39, 1.62, -8.13], [-0.32, 8.24, 3.62], [-1.96, 9.21, 3.33], [-0.66, 6.44, 4.20], [0.83, 8.29, 2.08], [0.21, 8.74, 4.42], [8.63, -9.43, 3.48], [8.52, -7.53, 3.75], [9.41, -9.86, 1.78], [9.56, -10.30, 4.93], [7.62, -9.81, 3.48]], "mulliken_charge": [-0.9830, -0.6202, -0.3916, 0.0984, 0.3307, -0.5935, -0.6711, -1.4785, -1.5667, 0.5887, -0.2886, -1.3706, 0.4886, -1.2171, -0.5391, 0.2770, -0.3207, -0.6860, 1.3466, -0.6498, -0.5469, 0.7022, -0.1930, -0.2028, -0.2002, 0.1149, 0.1332, 0.3740, 0.7190, 0.5117, 0.5406, 0.7145, 0.8015, 0.9764, 0.2381, 0.5197, 0.1373, 0.2965, 0.3378, 0.3607, 0.3023, 0.4638, 0.1543, 1.0179, 0.4945, 0.0568, -0.0172, -0.0188, -0.4968, 0.0440, -0.0461, 0.1656, -0.0071, -0.2838, -0.1733, 0.1856, -0.0062, 0.1042, 0.1170, -0.4282, -0.0496, 0.0247, 0.0990, 0.3616, -0.3134, -0.0607, 0.2639, -0.0960, 0.3120, -0.4154, -0.0545, 0.0335, 0.0084, 0.4111, 0.0138, -0.0023, 0.0199, -0.0269, -0.0203, -0.2006, -0.0130, 0.0011, -0.0343, 0.2009, -0.3206, -0.0325, -0.0053, 0.0391, 0.2625, -0.0091, -0.0442, -0.0002, -0.0241, 0.0165, -0.3139, -0.0407, 0.0130, -0.0077, 0.3668, -0.3267, -0.0709, -0.0079, 0.0714, 0.3553, 0.4679, -0.0237, -0.0207, 0.0022, -0.4580, -0.4109, 0.0399, 0.0290, -0.0223, 0.3323, -0.3027, -0.0319, 0.0141, -0.0454, 0.3295]}



2.
{"formula": "C29H34BrF2N4O", "method": "ωB97M-V/def2-TZVPD", "total_charge": 1, "gap_ev": 7.4, "relative_energy_kcal_mol": 0.0, "lumo_energy_ev": -4.107, "species": ["C", "C", "O", "C", "C", "C", "C", "C", "C", "C", "C", "Br", "C", "C", "N", "N", "C", "C", "C", "C", "C", "N", "N", "H", "H", "H", "H", "H", "H", "H", "H", "H", "H", "H", "H", "H", "H", "H", "H", "H", "H", "H", "H", "H", "H", "H", "H", "F", "C", "C", "C", "C", "C", "C", "H", "H", "H", "H", "H", "F", "C", "C", "C", "C", "C", "C", "H", "H", "H", "H", "H"], "coordinates": [[-3.64, -0.78, -2.42], [-2.22, -1.37, -2.51], [-2.27, -2.79, -2.45], [-1.39, -3.43, -1.54], [-2.13, -3.90, -0.29], [-2.31, -2.79, 0.76], [-1.32, -2.87, 1.92], [-1.11, -1.50, 2.58], [-0.38, -0.53, 1.68], [-0.61, 0.86, 1.77], [0.08, 1.71, 0.96], [-0.21, 3.55, 1.08], [0.99, 1.17, 0.03], [1.76, 2.02, -0.94], [0.88, 2.38, -2.05], [1.10, -0.15, 0.02], [1.98, -0.83, -0.94], [1.55, -0.98, -2.23], [2.39, -1.68, -3.08], [3.58, -2.18, -2.57], [3.90, -1.94, -1.25], [3.11, -1.26, -0.42], [0.47, -1.01, 0.80], [-4.36, -1.59, -2.52], [-3.81, -0.04, -3.20], [-3.79, -0.30, -1.46], [-1.74, -1.06, -3.44], [-1.63, -0.98, -1.67], [-0.97, -4.29, -2.05], [-0.55, -2.76, -1.28], [-3.10, -4.27, -0.61], [-1.58, -4.76, 0.12], [-3.33, -2.83, 1.15], [-2.23, -1.82, 0.25], [-1.70, -3.55, 2.68], [-0.36, -3.29, 1.59], [-0.53, -1.60, 3.50], [-2.08, -1.06, 2.81], [-1.33, 1.23, 2.48], [2.09, 2.90, -0.37], [2.66, 1.54, -1.31], [1.44, 2.88, -2.74], [0.19, 3.06, -1.74], [0.61, -0.57, -2.57], [2.12, -1.84, -4.12], [4.25, -2.75, -3.19], [4.84, -2.31, -0.83], [-3.74, 0.37, 1.49], [-4.69, 1.22, 1.98], [-4.62, 1.58, 3.31], [-5.58, 2.45, 3.80], [-6.58, 2.93, 2.98], [-6.62, 2.54, 1.64], [-5.67, 1.68, 1.13], [-3.83, 1.19, 3.94], [-5.54, 2.75, 4.84], [-7.33, 3.61, 3.37], [-7.41, 2.91, 1.00], [-5.68, 1.37, 0.10], [4.56, 2.54, -1.77], [5.55, 2.27, -0.88], [5.52, 1.05, -0.25], [6.51, 0.74, 0.67], [7.51, 1.67, 0.93], [7.51, 2.90, 0.29], [6.52, 3.22, -0.63], [4.71, 0.37, -0.49], [6.51, -0.21, 1.17], [8.29, 1.44, 1.65], [8.29, 3.62, 0.50], [6.51, 4.16, -1.16]], "mulliken_charge": [-1.2343, 0.8168, -0.4588, 0.0195, -1.1093, 0.2485, -1.1825, -0.7103, 0.1964, -0.1696, -0.0479, -0.1060, 1.4855, -1.4099, -0.5429, 1.2728, -0.2712, 0.3823, -0.9553, -0.4461, -0.6827, -0.7098, -0.8802, 0.3401, 0.3924, 0.0748, 0.3642, -0.4769, 0.4448, -0.1761, 0.4173, 0.4087, 0.4722, -0.2203, 0.5063, 0.4022, 0.4699, 0.1434, 0.5215, 0.6612, 0.0130, 0.3052, 0.2985, 0.5828, 0.4976, 0.4593, 0.5187, -0.0135, 0.6012, -0.4759, -0.4804, -0.6006, -0.4272, -0.5411, 0.4012, 0.3705, 0.3901, 0.3825, 0.3884, -0.3167, 0.3472, 0.2855, -0.3248, -0.6760, -0.3711, -0.6175, 0.1309, 0.4061, 0.3891, 0.3791, 0.4470]}



3.
{"formula": "C29H34BrN7O2ReSSi", "method": "ωB97M-V/def2-TZVPD", "total_charge": 2, "multiplicity": 4, "gap_ev": [6.0, 5.6], "relative_energy_kcal_mol": 9.7, "lumo_energy_ev": [-6.768, -7.147], "species": ["Re", "Br", "C", "C", "C", "C", "C", "C", "N", "N", "C", "C", "C", "C", "O", "C", "N", "C", "C", "C", "C", "H", "H", "H", "H", "H", "H", "H", "H", "H", "N", "C", "C", "C", "C", "N", "C", "C", "H", "H", "H", "H", "C", "Si", "C", "C", "O", "H", "H", "H", "H", "H", "H", "H", "H", "H", "C", "C", "N", "C", "S", "N", "C", "C", "H", "H", "H", "H", "H", "H", "H", "H", "H", "H", "H", "H"], "coordinates": [[-0.52, -0.01, 0.99], [3.22, 6.01, -6.68], [1.62, 5.91, -5.72], [1.07, 7.07, -5.20], [-0.11, 6.99, -4.48], [-0.69, 5.75, -4.26], [-0.15, 4.59, -4.81], [1.01, 4.67, -5.55], [-1.89, 5.73, -3.52], [-2.51, 4.78, -3.11], [-2.31, 3.64, -2.42], [-3.37, 2.69, -2.48], [-3.33, 1.50, -1.83], [-2.22, 1.20, -1.01], [-2.11, 0.14, -0.32], [-1.14, 2.17, -0.90], [-0.13, 1.79, -0.06], [0.88, 2.64, 0.13], [0.91, 3.89, -0.48], [-0.10, 4.27, -1.33], [-1.16, 3.38, -1.57], [1.54, 8.03, -5.38], [-0.59, 7.88, -4.07], [-0.65, 3.63, -4.68], [1.45, 3.79, -6.00], [-4.23, 2.95, -3.09], [-4.13, 0.78, -1.90], [1.67, 2.33, 0.80], [1.75, 4.56, -0.28], [-0.06, 5.25, -1.79], [4.85, -0.35, 6.18], [4.03, -0.26, 5.38], [3.01, -0.15, 4.37], [1.67, -0.09, 4.72], [0.72, -0.01, 3.72], [1.05, 0.01, 2.41], [2.35, -0.04, 2.08], [3.35, -0.11, 3.02], [1.36, -0.11, 5.76], [-0.33, 0.01, 3.95], [2.58, -0.03, 1.02], [4.39, -0.14, 2.71], [-3.04, -3.05, 3.72], [-2.94, -2.15, 2.11], [-4.32, -0.93, 2.00], [-3.01, -3.35, 0.72], [-1.44, -1.37, 2.04], [-3.96, -3.64, 3.73], [-3.08, -2.37, 4.58], [-2.20, -3.74, 3.86], [-5.26, -1.39, 2.30], [-4.44, -0.55, 0.98], [-4.14, -0.07, 2.67], [-4.00, -3.82, 0.65], [-2.27, -4.16, 0.85], [-2.81, -2.86, -0.24], [2.65, -5.01, -2.23], [2.46, -3.60, -1.70], [2.06, -3.66, -0.28], [1.29, -2.80, 0.38], [0.62, -1.44, -0.51], [1.05, -2.99, 1.67], [1.59, -4.11, 2.45], [0.75, -5.38, 2.32], [2.86, -4.97, -3.30], [1.74, -5.61, -2.09], [3.49, -5.51, -1.75], [1.70, -3.08, -2.26], [3.39, -3.03, -1.79], [2.40, -4.46, 0.23], [0.27, -2.46, 2.05], [1.61, -3.78, 3.48], [2.62, -4.29, 2.15], [-0.25, -5.23, 2.74], [1.23, -6.20, 2.86], [0.63, -5.68, 1.28]], "mulliken_spin": [1.8200, 0.0111, 0.0626, -0.0322, 0.0617, 0.0431, 0.0405, -0.0274, 0.2260, 0.2318, 0.1253, 0.0001, 0.0042, 0.0513, 0.1014, 0.0370, 0.0587, -0.0147, -0.0186, 0.0341, 0.0129, -0.0002, -0.0026, 0.0011, -0.0002, -0.0096, -0.0038, -0.0151, 0.0007, 0.0137, 0.0112, -0.0037, 0.0173, -0.0079, 0.0388, -0.0291, 0.0160, -0.0127, 0.0001, 0.0084, -0.0050, -0.0004, 0.0027, -0.0024, 0.0014, 0.0019, 0.0950, -0.0002, 0.0006, -0.0003, -0.0006, 0.0004, -0.0014, 0.0007, -0.0003, -0.0011, -0.0002, 0.0018, 0.0049, 0.0199, 0.0076, 0.0238, 0.0015, 0.0003, 0.0001, 0.0001, -0.0002, 0.0053, -0.0012, -0.0011, -0.0047, -0.0003, 0.0006, 0.0002, -0.0002, -0.0002]}